Model a:
The following is a DFT calculation (the ωB97M-V functional and the def2-TZVPD basis) of a single C6H9N molecule.

Geometry as ORCA input:
```
! RIJCOSX wB97M-V def2-TZVPD def2/J DEFGRID3
* xyz 0 1
C -2.579 -0.465 0.206
C -1.163 0.003 0.130
C -0.694 1.257 0.042
C 0.777 1.159 -0.201
C 0.987 -0.322 -0.040
C 2.344 -0.952 -0.030
N -0.117 -0.972 0.082
H -2.657 -1.350 0.844
H -3.234 0.325 0.587
H -2.923 -0.744 -0.798
H -1.266 2.177 0.075
H 1.435 1.807 0.385
H 2.274 -2.011 -0.284
H 3.032 -0.451 -0.720
H 2.780 -0.857 0.973
H 1.006 1.397 -1.251
*
```

Results
Highest occupied orbital energy: -8.6163 eV
Orbital gap: 9.66 eV
SMILES: CC1=CCC(C)=N1

=====

Model b:
The following is a DFT calculation (the ωB97M-V functional and the def2-TZVPD basis) of a single C6H9N molecule.

Geometry as ORCA input:
```
! RIJCOSX wB97M-V def2-TZVPD def2/J DEFGRID3
* xyz 0 1
C -1.000 1.023 -0.941
C -0.129 0.154 -0.034
C 1.017 0.782 0.732
C 2.227 0.141 0.655
C -0.974 -0.549 1.057
C 1.885 -0.845 -0.344
N 0.631 -0.846 -0.780
H -1.762 0.411 -1.442
H -1.532 1.765 -0.337
H -0.419 1.552 -1.703
H 0.763 1.605 1.406
H -0.499 -1.494 1.332
H -1.998 -0.739 0.721
H -1.019 0.071 1.956
H 2.554 -1.601 -0.763
H 0.256 -1.430 -1.515
*
```

Results
Highest occupied orbital energy: -7.3105 eV
Orbital gap: 7.54 eV
SMILES: CC1(C)C=C=CN1

=====

Stability, lowest: model b

=====

Model a:
The following is a DFT calculation (the ωB97M-V functional and the def2-TZVPD basis) of a single C6H9N molecule.

Geometry as ORCA input:
```
! RIJCOSX wB97M-V def2-TZVPD def2/J DEFGRID3
* xyz 0 1
C 0.603 1.477 1.355
C 1.152 0.190 0.766
C 1.741 0.060 -0.490
C 0.851 -0.691 -1.315
C -0.235 -1.038 -0.519
C -1.726 -0.961 -0.731
N 0.104 -0.697 0.750
H -0.070 1.263 2.196
H 1.323 2.240 1.635
H -0.059 1.895 0.566
H 2.664 0.537 -0.800
H 0.936 -0.861 -2.386
H -2.214 -0.864 0.251
H -1.921 -0.002 -1.240
H -2.183 -1.775 -1.287
H -0.536 -0.774 1.521
*
```

Results
Highest occupied orbital energy: -7.3912 eV
Orbital gap: 8.28 eV
SMILES: Cc1ccc(C)[nH]1

=====

Model b:
The following is a DFT calculation (the ωB97M-V functional and the def2-TZVPD basis) of a single C6H9N molecule.

Geometry as ORCA input:
```
! RIJCOSX wB97M-V def2-TZVPD def2/J DEFGRID3
* xyz 0 1
C 0.942 0.816 -0.511
C 0.111 -1.219 0.204
C -0.138 -0.030 1.225
C -0.263 1.044 0.143
C -1.544 0.351 -0.377
C -1.187 -1.002 -0.547
H 1.792 1.208 -0.189
H 0.786 1.257 -1.558
H 2.185 -1.149 -0.254
H 0.340 -2.120 1.050
H -0.835 0.112 1.971
H 1.017 0.106 1.390
H -0.415 2.058 0.393
H -2.034 0.828 -1.156
H -2.015 -1.542 -1.137
N 1.258 -0.718 -0.648
*
```

Results
Highest occupied orbital energy: -8.8334 eV
Orbital gap: 9.77 eV
SMILES: C1=C[C@@H]2C[C@H]1CN2

=====

Model c:
The following is a DFT calculation (the ωB97M-V functional and the def2-TZVPD basis) of a single C6H9N molecule.

Geometry as ORCA input:
```
! RIJCOSX wB97M-V def2-TZVPD def2/J DEFGRID3
* xyz 0 1
C -0.037 -1.641 0.726
C -0.125 -0.450 -0.302
C -0.889 0.744 0.286
C 0.353 1.631 0.470
C 1.069 0.696 -0.520
C -0.566 -1.001 -1.577
N -0.850 -1.418 -2.620
H 0.577 -2.504 0.432
H -1.059 -2.042 0.853
H 0.284 -1.322 1.725
H -1.448 0.520 1.187
H -1.522 1.134 -0.507
H 0.178 2.670 0.155
H 0.763 1.669 1.484
H 1.106 1.145 -1.525
H 1.774 -0.059 -0.282
*
```

Results
Highest occupied orbital energy: -9.9140 eV
Orbital gap: 10.74 eV
SMILES: CC1(C#N)CCC1

=====

Stability, lowest: model b

=====

Model a:
The following is a DFT calculation (the ωB97M-V functional and the def2-TZVPD basis) of a molecular structure, C4H8O3.

Geometry as ORCA input:
```
! RIJCOSX wB97M-V def2-TZVPD def2/J DEFGRID3
* xyz 0 1
C -1.554 -0.183 -1.466
C -0.922 -0.399 -0.380
C 0.540 1.052 1.204
C 0.866 0.164 0.073
O -1.100 -1.254 0.676
O 1.315 0.775 -1.100
O 1.556 -0.958 0.391
H -2.607 -0.463 -1.766
H -1.074 0.544 -2.145
H 1.305 1.869 1.199
H 0.631 0.339 2.040
H -0.486 1.306 0.983
H -1.863 -1.916 0.499
H 2.014 0.303 -1.541
H 1.378 -1.178 1.332
*
```

Results
Highest occupied orbital energy: -8.6640 eV
Orbital gap: 9.35 eV

=====

Model b:
The following is a DFT calculation (the ωB97M-V functional and the def2-TZVPD basis) of a single C4H8O3 molecule.

Geometry as ORCA input:
```
! RIJCOSX wB97M-V def2-TZVPD def2/J DEFGRID3
* xyz 0 1
C 2.489 -0.035 0.480
O 1.125 0.337 0.692
C 0.219 -0.488 0.169
O 0.483 -1.517 -0.415
C -1.205 0.010 0.344
C -1.575 0.929 -0.823
O -2.065 -1.098 0.420
H 2.667 -1.056 0.825
H 3.081 0.677 1.053
H 2.729 0.029 -0.584
H -1.269 0.561 1.288
H -0.917 1.803 -0.876
H -2.606 1.267 -0.696
H -1.507 0.375 -1.766
H -1.646 -1.794 -0.111
*
```

Results
Highest occupied orbital energy: -10.4895 eV
Orbital gap: 11.32 eV
SMILES: COC(=O)[C@@H](C)O

=====

Model c:
The following is a DFT calculation (the ωB97M-V functional and the def2-TZVPD basis) of a single C4H8O3 molecule.

Geometry as ORCA input:
```
! RIJCOSX wB97M-V def2-TZVPD def2/J DEFGRID3
* xyz 0 1
O -1.104 1.708 -0.027
C -1.491 0.455 -0.560
C -0.838 -0.713 0.188
C 0.668 -0.626 0.105
O 1.278 -0.942 -0.898
C 1.417 -0.066 1.295
O 2.794 -0.080 1.086
H -1.776 1.973 0.608
H -1.182 0.431 -1.611
H -2.582 0.329 -0.532
H -1.157 -1.649 -0.284
H -1.162 -0.712 1.237
H 1.030 0.958 1.443
H 1.150 -0.649 2.192
H 2.911 -0.377 0.168
*
```

Results
Highest occupied orbital energy: -10.1583 eV
Orbital gap: 10.74 eV
SMILES: O=C(CO)CCO

=====

Model d:
The following is a DFT calculation (the ωB97M-V functional and the def2-TZVPD basis) of 2 unconnected molecules or ions with the total composition C4H8O3.

Geometry as ORCA input:
```
! RIJCOSX wB97M-V def2-TZVPD def2/J DEFGRID3
* xyz 0 1
C 1.818 0.530 0.351
O 0.441 0.831 0.297
C -0.531 -1.475 -0.101
O 0.226 -1.811 -0.931
C -1.458 -1.192 0.803
C 0.068 1.452 -0.911
O -2.382 -2.179 1.127
H 1.988 -0.014 1.283
H 2.424 1.447 0.346
H 2.118 -0.106 -0.494
H -1.423 -0.259 1.351
H 0.570 2.422 -1.033
H -1.013 1.606 -0.867
H 0.306 0.812 -1.774
H -3.151 -2.062 0.555
*
```

Results
Highest occupied orbital energy: -8.6476 eV
Orbital gap: 9.27 eV
SMILES: O=C=CO.COC

=====

Stability, lowest: model a

=====

Model a:
The following is a DFT calculation (the ωB97M-V functional and the def2-TZVPD basis) of a single C4H8O3 molecule.

Geometry as ORCA input:
```
! RIJCOSX wB97M-V def2-TZVPD def2/J DEFGRID3
* xyz 0 1
C -0.191 -2.548 -0.061
O 0.606 -1.381 -0.224
C -0.040 -0.203 -0.013
O -1.237 -0.123 -0.699
C 0.773 0.963 0.301
C 0.401 2.348 -0.140
O -0.093 0.321 1.287
H -0.633 -2.592 0.941
H 0.489 -3.392 -0.195
H -0.981 -2.587 -0.816
H 1.828 0.783 0.501
H 1.022 2.638 -0.994
H 0.561 3.075 0.663
H -0.645 2.389 -0.452
H -1.859 0.309 -0.099
*
```

Results
Highest occupied orbital energy: -10.1742 eV
Orbital gap: 11.08 eV
SMILES: CO[C@@]1(O)O[C@@H]1C

=====

Model b:
The following is a DFT calculation (the ωB97M-V functional and the def2-TZVPD basis) of a single C4H8O3 molecule.

Geometry as ORCA input:
```
! RIJCOSX wB97M-V def2-TZVPD def2/J DEFGRID3
* xyz 0 1
C 1.604 0.776 -1.786
O 1.127 0.363 -0.517
C -0.069 0.949 -0.184
O -1.252 0.389 -0.706
C -0.969 0.217 0.690
C -0.659 -1.188 1.154
O -1.506 -1.450 2.257
H 1.557 1.870 -1.886
H 2.645 0.457 -1.862
H 1.019 0.319 -2.593
H -1.630 0.766 1.361
H -0.045 2.043 -0.204
H -0.850 -1.869 0.314
H 0.403 -1.279 1.427
H -1.374 -2.363 2.535
*
```

Results
Highest occupied orbital energy: -10.1882 eV
Orbital gap: 11.11 eV
SMILES: CO[C@H]1O[C@H]1CO

=====

Stability, lowest: model b

=====

Model a:
The following is a DFT calculation (the ωB97M-V functional and the def2-TZVPD basis) of 2 unconnected molecules or ions with the total composition C3H8FN.

Geometry as ORCA input:
```
! RIJCOSX wB97M-V def2-TZVPD def2/J DEFGRID3
* xyz 0 1
C -0.178 -0.895 -1.601
C 0.970 -0.163 -0.940
C -0.688 1.735 1.737
N -0.301 0.636 2.309
F -1.726 1.467 0.940
H 0.077 -1.622 -2.419
H -0.699 -1.540 -0.832
H -0.984 -0.271 -2.049
H 0.947 -0.140 0.184
H 1.893 -0.650 -1.128
H 0.911 0.920 -1.335
H 0.445 0.815 2.963
H -0.666 -0.292 2.171
*
```

Results
Highest occupied orbital energy: -9.3538 eV
Orbital gap: 10.25 eV

=====

Model b:
The following is a DFT calculation (the ωB97M-V functional and the def2-TZVPD basis) of 2 unconnected molecules or ions with the total composition C3H8FN.

Geometry as ORCA input:
```
! RIJCOSX wB97M-V def2-TZVPD def2/J DEFGRID3
* xyz 0 1
C 1.116 0.705 0.046
C 0.075 -0.229 0.307
C -1.279 0.455 -0.086
H 2.302 -1.790 0.237
H 3.117 -0.147 -0.233
H 1.375 1.624 0.876
H 1.559 1.369 -0.843
H 0.105 -0.663 1.304
H 0.268 -1.034 -0.367
H -1.506 0.653 -1.172
H -1.587 1.505 0.627
N 2.234 -0.427 -0.199
F -2.305 -0.457 -0.071
*
```

Results
Highest occupied orbital energy: -8.8672 eV
Orbital gap: 9.53 eV

=====

Stability, lowest: model b